Computed, not measured: a cluster of 4 separate species, C3H14NO2 in total, with ωB97M-V with the def2-TZVPD basis set.

Its energy above the lowest of the compared OMol25 structures with the same formula, charge and spin is 206.6 kcal per mole. The HOMO energy is -15.0 eV. Its LUMO energy is -10.337 eV. The charge is +1. The value obtained for the total energy is -327.39338 Ha.

Each line ends with the Löwdin charge.
Atoms and positions in Å:
C 0.8122 0.1186 -0.4647  0.0522
C 0.1718 0.3290 0.9685  -0.3555
C -0.6747 -0.9307 1.2528  -0.0249
N -0.7314 1.4037 1.0422  0.3135
H 1.4512 0.9620 -0.7279  0.1018
H -0.0133 0.0265 -1.1563  0.0574
H 1.3940 -0.7950 -0.5726  0.1182
H 0.9233 0.3846 1.7737  0.1915
H -1.3774 -1.1016 0.4405  0.0676
H -0.0980 -1.8175 1.4912  0.1077
H -1.3575 -0.7409 2.0825  0.0988
H -0.2032 2.2819 0.9217  0.1748
H 6.1583 -0.2077 0.2376  -0.0043
H -1.5439 1.2421 0.3707  0.0761
H -2.5593 -1.7661 -2.3690  0.0639
H 6.6933 0.2766 0.4180  0.0045
O -1.7911 -1.4129 -1.9040  -0.0482
H -2.1044 -0.5125 -1.6146  -0.0299
H -2.9844 1.3767 -1.2030  0.0905
O -2.1654 0.8834 -0.9871  -0.0557

---

Computed, not measured: a cluster of 3 separate species, C3H14NO2 in total, with ωB97M-V with the def2-TZVPD basis set.

Its energy above the lowest of the compared OMol25 structures with the same formula, charge and spin is 26.6 kcal per mole. The HOMO energy is -14.9 eV. Its LUMO energy is -3.092 eV. The charge is +1. The value obtained for the total energy is -327.68013 Ha.

Each line ends with the Löwdin charge.
Atoms and positions in Å:
C -0.4671 2.3077 0.0367  -0.0518
C -1.4174 1.1330 0.3313  -0.4017
C -1.5538 0.1584 -0.8649  -0.0451
N -0.7670 0.4071 1.4447  0.1430
H -0.4097 3.1108 0.7108  0.0540
H 0.7069 2.0335 -0.0015  0.1455
H -0.8873 2.6796 -0.9122  0.0931
H -2.3964 1.4994 0.6397  0.1497
H -0.5921 -0.3810 -1.0351  0.0775
H -1.7680 0.6467 -1.8623  0.1103
H -2.3157 -0.6370 -0.7052  0.0937
H -0.4250 0.9950 2.2064  0.1600
H -1.3432 -0.2295 2.0155  0.1727
H 0.1642 -0.1860 1.0862  0.1832
H 1.8443 -1.7675 -2.9921  0.0700
H 1.8969 -2.8465 -1.8278  0.0150
O 1.8312 -1.9360 -2.0248  -0.0519
H 1.8284 -2.0028 1.7849  0.0400
H 2.2175 -1.2444 0.4452  0.0630
O 1.6036 -1.3284 1.1894  -0.0201

---

Computed, not measured: a cluster of 3 separate species, C3H14NO2S2 in total, with ωB97M-V with the def2-TZVPD basis set.

Its energy above the lowest of the compared OMol25 structures with the same formula, charge and spin is 43.2 kcal per mole. The HOMO energy is -12.4 eV. Its LUMO energy is -3.237 eV. The charge is +1. The value obtained for the total energy is -1124.02664 Ha.

Each line ends with the Löwdin charge.
Atoms and positions in Å:
N 1.1177 -0.0350 -1.5207  0.1993
C -0.0236 0.4590 -0.4732  -0.3671
C -0.2017 1.9220 -0.9244  -0.0533
C 0.5027 0.4938 0.9423  -0.5140
S 0.2591 -1.1668 1.6534  0.4334
S 1.8989 -2.3202 1.9077  0.3224
H 0.7466 -0.2905 -2.4387  0.1273
H 1.9483 0.5363 -1.5382  0.1576
H 1.3561 -1.0223 -1.2235  0.1635
H -0.8937 -0.2646 -0.5552  0.1533
H 0.5143 2.6074 -0.5584  0.0818
H -0.0823 1.9575 -2.0348  0.0562
H -1.2672 2.1117 -0.8935  0.0939
H 1.3804 1.1470 1.1370  0.1172
H -0.4309 0.9111 1.5159  0.1200
H 2.3812 -1.8767 3.0701  -0.1839
H -4.5975 1.6603 -0.8094  0.0278
H -5.5310 2.4645 0.1653  0.0386
O -4.6576 2.0795 0.0570  -0.0665
H -1.0470 1.1410 -4.2865  0.0837
H 0.3901 1.0892 -4.6481  0.0705
O -0.1681 1.1768 -3.8621  -0.0617